The following is a quantum chemistry calculation of a structure of composition C5H7Br9O4S, from the OMol25 dataset.

Molar mass (Da): 882.3
Largest force on an atom (eV Å⁻¹): 2.9
HOMO energy (eV): -10.431
Energy relative to the best compared isomer or geometry (same formula, charge and spin) (kcal per mole): 0.0

XYZ file:
```
26
Properties=species:S:1:pos:R:3:nbo_charge:R:1
C -5.2921 3.0895 1.0948 -0.45
Br -4.1132 3.0776 -0.5345 0.06
Br -5.2145 4.9347 1.8809 0.07
Br -4.8728 1.5442 2.1917 0.10
H -6.3638 2.9377 0.9657 0.23
C 3.3626 2.8099 -3.2188 -0.47
Br 4.0867 3.2455 -5.0590 0.05
Br 2.7471 4.4360 -2.2802 0.08
Br 4.3449 1.5585 -2.1348 0.13
H 2.4320 2.3141 -3.4952 0.21
C -1.4950 0.2001 -1.6611 -0.39
Br 0.4650 0.7457 -1.8797 0.06
Br -1.6855 -1.0865 -0.1208 0.06
Br -2.1304 -0.6339 -3.4389 0.05
H -2.0999 1.0955 -1.5177 0.21
C 0.3947 -3.1694 2.1542 -0.10
C 1.1630 -3.2180 0.6963 -0.10
O 2.1780 -2.2077 0.7236 -0.66
S 2.6163 -1.9625 2.2960 2.46
O 2.3405 -0.5820 2.6908 -0.87
O 3.9249 -2.4861 2.5711 -0.88
O 1.5512 -3.0451 2.9863 -0.67
H -0.1316 -4.1085 2.3247 0.21
H -0.3773 -2.4103 2.2806 0.19
H 0.4899 -2.9073 -0.1028 0.22
H 1.6794 -4.1716 0.5867 0.20
```